# 1
Here is 4 unconnected molecules or ions with the total composition C20H20BClF28O3 in a non-equilibrium geometry from the OMol25 dataset. Energies are from the ωB97M-V functional and the def2-TZVPD basis.

Total charge: 0
E_HOMO, eV: -10.61
LUMO energy, eV: -0.217

Each line ends with the Löwdin charge.
Positions of all 73 atoms, in Å:
1 C -4.736 -4.026 -1.214  -0.10
2 C -6.082 -3.184 -1.397  -0.69
3 Cl -5.801 -1.381 -1.110  0.58
4 C -6.760 -3.389 -2.812  -0.18
5 B -8.279 -2.842 -2.721  0.01
6 C -9.311 -3.306 -1.553  -0.36
7 F -9.068 -2.552 -0.414  0.07
8 F -10.604 -2.938 -1.993  0.03
9 C -9.393 -4.856 -1.292  -0.26
10 F -8.423 -5.344 -0.437  0.06
11 F -9.383 -5.591 -2.463  0.06
12 H -4.149 -3.492 -0.422  0.05
13 H -4.990 -5.040 -0.801  0.08
14 H -4.192 -4.149 -2.185  0.08
15 H -6.747 -3.511 -0.550  0.08
16 H -6.183 -2.776 -3.565  0.11
17 H -6.818 -4.475 -3.124  0.13
18 H -8.613 -2.039 -3.528  0.09
19 H -10.389 -5.057 -0.796  0.18
20 C -1.686 0.016 2.757  -0.03
21 C -2.282 -1.234 2.068  -0.44
22 C -1.351 -2.005 1.126  -0.30
23 F -0.947 -1.270 0.078  0.10
24 F -1.999 -3.080 0.611  0.08
25 F -3.425 -0.881 1.438  0.11
26 F -2.647 -2.091 3.065  0.11
27 O -1.983 1.299 2.182  0.04
28 C -1.172 1.781 1.144  -0.51
29 C -1.949 1.979 -0.161  -0.28
30 F -2.490 0.827 -0.595  0.10
31 F -1.126 2.423 -1.139  0.10
32 F -0.096 0.996 1.002  0.14
33 F -0.702 2.982 1.564  0.13
34 H -2.159 0.060 3.740  0.15
35 H -0.621 -0.095 2.967  0.14
36 H -0.468 -2.371 1.659  0.18
37 H -2.756 2.703 -0.027  0.18
38 C 2.525 5.305 -0.750  -0.03
39 C 2.661 3.813 -0.365  -0.43
40 C 2.385 3.446 1.095  -0.30
41 F 3.242 4.032 1.949  0.10
42 F 2.527 2.108 1.273  0.08
43 F 3.883 3.373 -0.748  0.12
44 F 1.758 3.133 -1.125  0.11
45 O 3.727 6.086 -0.826  0.03
46 C 4.227 6.686 0.343  -0.52
47 C 5.617 6.161 0.715  -0.28
48 F 5.603 4.831 0.935  0.10
49 F 6.054 6.744 1.855  0.10
50 F 3.337 6.569 1.340  0.15
51 F 4.315 8.006 0.076  0.15
52 H 2.153 5.308 -1.777  0.15
53 H 1.750 5.813 -0.173  0.15
54 H 1.367 3.713 1.385  0.15
55 H 6.335 6.365 -0.081  0.18
56 C 4.914 -0.304 -0.134  -0.04
57 C 4.462 -1.205 1.040  -0.44
58 C 5.350 -1.207 2.288  -0.30
59 F 6.588 -1.666 2.046  0.10
60 F 4.818 -2.023 3.233  0.09
61 F 4.273 -2.464 0.581  0.13
62 F 3.235 -0.753 1.422  0.10
63 O 5.617 -0.926 -1.221  0.04
64 C 7.010 -1.086 -1.131  -0.52
65 C 7.428 -2.559 -1.152  -0.28
66 F 6.890 -3.242 -0.122  0.10
67 F 8.772 -2.672 -1.041  0.10
68 F 7.485 -0.421 -0.066  0.15
69 F 7.527 -0.470 -2.215  0.15
70 H 3.991 0.053 -0.598  0.15
71 H 5.420 0.601 0.208  0.14
72 H 5.426 -0.203 2.717  0.17
73 H 7.110 -3.040 -2.079  0.18


# 2
Here is 6 unconnected molecules or ions with the total composition C28H54FINO14P from the OMol25 dataset. Energies are from the ωB97M-V functional and the def2-TZVPD basis.

Total charge: 0
E_HOMO, eV: -9.14
LUMO energy, eV: 0.232

Each line ends with the Löwdin charge.
Positions of all 100 atoms, in Å:
1 C -4.241 -3.328 5.561  -0.03
2 C -3.103 -3.506 4.527  -0.52
3 N -1.881 -3.954 5.230  0.06
4 C -3.593 -4.554 3.513  -0.12
5 C -2.723 -4.853 2.299  -0.80
6 O -3.115 -4.750 1.187  0.02
7 I -0.712 -5.629 2.568  0.81
8 C -2.788 -2.134 3.919  -0.30
9 C -3.953 -1.398 3.220  -0.01
10 C -4.307 -1.910 1.854  -0.43
11 O -3.652 -1.851 0.875  0.17
12 F -5.534 -2.501 1.818  0.09
13 O -1.669 -2.239 3.062  -0.20
14 C -0.887 -1.065 2.984  -0.29
15 P -0.370 -0.793 1.228  0.77
16 O -0.709 0.577 0.743  -0.46
17 H -3.988 -2.525 6.257  0.09
18 H -5.194 -3.095 5.083  0.08
19 H -4.357 -4.241 6.144  0.09
20 H -1.768 -3.328 6.024  0.08
21 H -2.090 -4.862 5.637  0.08
22 H -3.685 -5.500 4.061  0.13
23 H -4.599 -4.300 3.184  0.12
24 H -2.502 -1.488 4.761  0.15
25 H -4.822 -1.332 3.869  0.12
26 H -3.625 -0.367 3.062  0.13
27 H -1.431 -0.164 3.281  0.10
28 H 0.003 -1.132 3.620  0.10
29 H 1.003 -1.092 1.108  0.02
30 H -1.051 -1.795 0.514  0.02
31 O -0.404 -2.303 -3.023  0.09
32 C -1.348 -1.557 -3.039  -0.53
33 O -1.287 -0.459 -3.812  0.00
34 C -2.395 0.429 -3.994  -0.23
35 C -2.472 1.457 -2.886  -0.06
36 C -2.550 -1.782 -2.154  0.01
37 H -3.324 -0.132 -4.109  0.11
38 H -2.208 0.925 -4.945  0.12
39 H -2.639 0.986 -1.915  0.07
40 H -3.281 2.161 -3.077  0.07
41 H -1.539 2.009 -2.824  0.07
42 H -2.337 -1.376 -1.169  0.04
43 H -2.713 -2.853 -2.064  0.10
44 H -3.471 -1.340 -2.525  0.07
45 O -1.897 4.392 -3.541  0.10
46 C -2.496 5.168 -2.850  -0.52
47 O -3.829 5.285 -3.017  0.00
48 C -4.661 6.050 -2.142  -0.24
49 C -4.695 7.514 -2.527  -0.06
50 C -1.788 6.055 -1.853  0.02
51 H -4.366 5.902 -1.102  0.11
52 H -5.654 5.617 -2.251  0.12
53 H -3.710 7.975 -2.444  0.07
54 H -5.384 8.061 -1.884  0.08
55 H -5.020 7.623 -3.562  0.08
56 H -1.402 6.927 -2.379  0.10
57 H -0.952 5.496 -1.439  0.09
58 H -2.408 6.385 -1.024  0.07
59 O 3.129 -0.857 0.184  0.07
60 C 3.398 0.243 -0.229  -0.52
61 O 4.655 0.481 -0.638  0.00
62 C 5.038 1.695 -1.293  -0.23
63 C 5.345 2.789 -0.294  -0.07
64 C 2.385 1.361 -0.220  0.02
65 H 4.283 1.997 -2.019  0.11
66 H 5.932 1.438 -1.860  0.12
67 H 4.472 3.049 0.300  0.05
68 H 5.695 3.688 -0.802  0.08
69 H 6.118 2.458 0.402  0.08
70 H 2.367 1.810 0.774  0.10
71 H 1.408 0.934 -0.432  0.06
72 H 2.569 2.138 -0.958  0.07
73 O 1.784 -7.367 -7.766  0.10
74 C 1.449 -6.488 -7.019  -0.53
75 O 1.388 -5.227 -7.485  0.00
76 C 0.841 -4.142 -6.726  -0.23
77 C 1.857 -3.528 -5.789  -0.06
78 C 1.161 -6.755 -5.559  0.01
79 H -0.063 -4.457 -6.202  0.11
80 H 0.532 -3.409 -7.469  0.12
81 H 2.196 -4.243 -5.039  0.07
82 H 1.423 -2.674 -5.269  0.07
83 H 2.734 -3.198 -6.346  0.08
84 H 2.105 -6.762 -5.017  0.10
85 H 0.703 -7.737 -5.480  0.09
86 H 0.491 -6.037 -5.094  0.07
87 O 4.247 3.480 2.723  0.10
88 C 4.947 3.367 3.691  -0.52
89 O 6.167 3.936 3.675  0.00
90 C 7.018 3.997 4.822  -0.24
91 C 7.841 2.735 4.985  -0.06
92 C 4.526 2.540 4.883  0.01
93 H 6.442 4.234 5.718  0.11
94 H 7.675 4.845 4.638  0.12
95 H 7.211 1.862 5.155  0.07
96 H 8.525 2.834 5.828  0.08
97 H 8.422 2.548 4.082  0.08
98 H 4.752 1.495 4.676  0.10
99 H 3.451 2.649 5.006  0.09
100 H 4.997 2.828 5.819  0.07


# 3
Here is a molecular structure, C11H23NO10V in a non-equilibrium geometry from the OMol25 dataset. Energies are from the ωB97M-V functional and the def2-TZVPD basis.

Total charge: -2
E_HOMO (alpha / beta), eV: 1.01 / 0.94
Multiplicity: 2
LUMO energy (alpha / beta), eV: 4.494 / 4.495
⟨S²⟩: 0.7635

Each line ends with the Löwdin charge.
Positions of all 46 atoms, in Å:
1 O 0.186 0.081 0.490  -0.35
2 V -1.349 0.325 0.751  1.01
3 C -2.521 1.905 2.823  -0.76
4 O -1.293 2.015 2.371  -0.19
5 O -3.105 0.923 2.144  -0.22
6 O -3.107 3.076 2.631  -0.14
7 C -2.343 2.256 -0.953  -0.79
8 O -2.951 1.133 -0.633  -0.20
9 O -1.169 2.393 -0.390  -0.17
10 O -3.050 3.337 -0.645  -0.17
11 C 3.429 1.390 -2.759  -0.06
12 C 3.926 1.162 -1.345  -0.51
13 C 4.934 2.178 -0.843  -0.07
14 O 2.859 0.934 -0.438  -0.03
15 H 2.878 0.553 -3.178  0.06
16 H 4.218 1.716 -3.436  0.07
17 H 2.720 2.222 -2.667  0.10
18 H 4.441 0.186 -1.390  0.12
19 H 5.014 2.268 0.239  0.07
20 H 4.820 3.197 -1.232  0.07
21 H 5.921 1.968 -1.275  0.07
22 H 3.222 0.760 0.433  0.09
23 C 0.224 -0.210 -2.696  -0.11
24 O -0.718 -0.623 -1.749  -0.24
25 C -1.175 -1.947 -1.891  -0.21
26 C -2.485 -1.873 -1.087  -0.17
27 N -2.304 -1.539 0.339  -0.11
28 C -1.629 -2.564 1.160  -0.17
29 C -1.535 -2.095 2.625  -0.22
30 O -0.823 -0.889 2.706  -0.26
31 C -0.334 -0.622 3.985  -0.10
32 H 0.428 0.852 -2.597  0.09
33 H -0.116 -0.402 -3.727  0.08
34 H 1.125 -0.823 -2.550  0.08
35 H -0.444 -2.646 -1.467  0.11
36 H -1.502 -2.215 -2.903  0.12
37 H -2.994 -2.850 -1.157  0.11
38 H -3.097 -1.139 -1.607  0.12
39 H -3.236 -1.507 0.752  0.14
40 H -0.635 -2.777 0.770  0.12
41 H -2.196 -3.507 1.125  0.12
42 H -1.009 -2.905 3.152  0.11
43 H -2.541 -2.032 3.058  0.13
44 H 0.227 -1.486 4.372  0.08
45 H -1.180 -0.457 4.669  0.10
46 H 0.268 0.280 4.022  0.09


# 4
Here is a molecular structure, C7H9Br2F2N in a non-equilibrium geometry from the OMol25 dataset. Energies are from the ωB97M-V functional and the def2-TZVPD basis.

Total charge: 0
E_HOMO, eV: -8.65
ΔE to the lowest compared entry with this formula, charge and spin, kcal per mole: 2.6
LUMO energy, eV: 0.071

Each line ends with the Löwdin charge.
Positions of all 21 atoms, in Å:
1 C 1.421 -1.802 -2.816  -0.37
2 C -1.785 1.196 2.268  -0.15
3 C -0.281 1.339 2.107  -0.31
4 C 0.274 0.279 1.147  -0.23
5 C -0.429 0.200 -0.210  -0.06
6 C 0.740 -2.430 -1.899  -1.21
7 C 0.196 0.558 -1.320  -0.41
8 N 2.203 -1.323 -3.584  0.20
9 F -0.471 0.568 -2.502  0.07
10 F 1.446 0.883 -1.548  0.14
11 Br -1.097 -2.975 -1.884  0.66
12 Br 1.722 -3.052 -0.430  0.70
13 H -2.402 1.690 1.485  0.07
14 H -2.227 1.780 3.130  0.09
15 H -2.000 0.141 2.040  0.07
16 H 0.315 1.075 3.026  0.10
17 H -0.006 2.544 1.971  0.16
18 H 1.400 0.438 1.060  0.13
19 H -0.103 -0.586 1.762  0.12
20 H 2.603 -0.398 -3.540  0.09
21 H -1.519 -0.124 -0.264  0.14


no.,molar mass (g mol⁻¹),E (eV)
1,886.59,-116494.257
2,805.61,-80173.887
3,380.25,-59426.465
4,304.96,-154411.256